1.
ORCA calculation (ωB97M-V with the def2-TZVPD basis set) on C27H72BrO29S9V as an isolated structure at a distorted geometry.

XYZ file:
```
139
C27H72BrO29S9V (ωB97M-V with the def2-TZVPD basis set)
Br 28.11 27.74 16.52
V 28.22 29.90 18.25
S 28.91 31.56 21.52
S 25.61 31.00 13.16
S 23.34 24.74 15.46
S 33.06 29.59 11.29
S 31.08 28.17 20.13
S 26.73 27.33 20.60
S 23.91 27.69 9.15
S 27.38 22.37 15.29
S 31.91 23.05 17.25
O 30.65 28.64 21.68
O 30.14 28.85 19.23
O 32.91 30.92 11.88
O 31.26 26.66 20.09
O 24.00 24.85 14.16
O 28.51 30.93 22.76
O 31.35 22.88 15.88
O 24.82 29.81 12.94
O 24.98 32.21 13.71
O 26.11 21.70 15.09
O 28.53 31.05 20.24
O 22.77 26.30 15.76
O 27.66 23.27 13.94
O 26.54 31.44 11.85
O 26.90 27.17 22.06
O 30.57 31.78 21.60
O 29.28 31.07 17.81
O 25.18 27.13 20.10
O 32.58 24.54 17.42
O 22.82 27.56 10.08
O 25.38 27.40 9.87
O 31.73 28.75 11.57
O 24.12 28.92 8.32
O 22.19 23.77 15.51
O 33.38 29.47 9.89
O 27.66 23.17 16.49
O 32.85 22.12 17.92
O 26.84 30.62 18.00
O 27.24 28.52 19.88
C 23.90 26.29 8.04
C 25.37 26.45 10.91
C 28.68 21.06 15.15
C 29.96 27.65 22.45
C 23.77 28.30 16.76
C 30.56 23.28 18.47
C 23.62 27.38 15.54
C 32.84 26.78 16.96
C 28.74 24.21 14.01
C 32.83 28.91 20.05
C 26.64 26.59 11.93
C 24.19 26.51 20.91
C 26.99 30.45 14.26
C 29.38 24.19 12.62
C 23.73 27.43 22.06
C 31.88 25.58 16.83
C 32.46 32.58 22.70
C 27.45 25.79 19.77
C 24.57 24.40 16.81
C 28.32 33.34 21.54
C 31.19 28.76 12.91
C 27.61 30.56 9.92
C 30.68 27.38 13.27
C 26.32 30.88 10.59
C 31.19 31.88 22.88
C 34.26 28.48 12.20
C 30.99 27.13 23.42
H 35.26 28.66 11.83
H 25.31 25.41 10.61
H 27.45 29.60 13.76
H 27.67 31.30 14.37
H 30.13 27.25 14.20
H 27.58 26.62 11.37
H 28.30 25.14 14.38
H 32.28 27.70 16.75
H 31.93 29.08 13.65
H 30.22 22.30 18.81
H 30.45 26.59 24.20
H 29.64 26.76 21.92
H 32.71 29.95 20.38
H 34.00 27.46 11.92
H 29.66 21.53 15.14
H 25.47 24.99 16.62
H 24.63 28.97 16.66
H 26.68 25.74 12.61
H 31.51 26.68 13.37
H 30.34 29.45 12.96
H 23.42 26.09 20.26
H 33.44 28.34 20.74
H 31.48 28.00 23.85
H 33.09 28.94 18.99
H 28.54 25.88 19.78
H 23.18 26.53 7.26
H 31.72 26.43 23.02
H 26.60 30.20 15.24
H 23.04 27.03 22.80
H 27.45 30.07 8.96
H 28.30 31.39 9.76
H 29.69 23.16 12.40
H 27.23 33.34 21.51
H 24.81 23.35 16.67
H 22.92 28.95 16.96
H 25.65 31.51 10.01
H 23.84 27.57 17.57
H 28.44 20.55 14.21
H 33.05 31.91 22.07
H 31.32 30.86 23.23
H 26.67 27.51 12.52
H 23.67 25.33 8.51
H 33.67 26.86 16.26
H 32.31 33.51 22.16
H 34.11 28.73 13.26
H 25.77 29.94 10.62
H 28.58 20.52 16.09
H 31.00 25.93 17.36
H 28.82 33.66 20.62
H 24.53 26.62 11.58
H 24.70 25.64 21.32
H 24.90 26.24 7.61
H 30.30 24.78 12.62
H 28.16 29.93 10.61
H 28.69 33.89 22.40
H 24.58 27.80 22.63
H 31.52 25.42 15.81
H 24.19 24.64 17.81
H 24.55 27.16 15.01
H 28.80 24.46 11.74
H 29.75 23.76 17.92
H 30.49 32.27 23.62
H 23.15 28.01 14.78
H 29.16 28.05 23.06
H 29.48 23.94 14.77
H 33.04 32.89 23.57
H 30.80 24.00 19.24
H 33.21 26.84 17.99
H 27.28 24.94 20.42
H 29.93 26.95 12.61
H 23.06 28.20 21.67
H 27.07 25.68 18.75
```

**Frontier orbital gap**: 9.0 eV
**ΔE to the lowest compared entry with this formula, charge and spin**: 0.000 eV

Atom charges from the Mulliken analysis, given in e for atoms 1 to 2: atom 1 (Br): -0.10, atom 2 (V): 0.93

2.
ORCA calculation (ωB97M-V with the def2-TZVPD basis set) on C27H72Li4N6O13 as an isolated structure at a distorted geometry.

XYZ file:
```
122
C27H72Li4N6O13 (ωB97M-V with the def2-TZVPD basis set)
O -2.02 -0.57 -3.28
O 5.54 -0.88 0.40
O -5.29 -4.67 -0.85
O 1.73 -5.16 -5.23
O 1.48 1.11 4.22
O -0.36 -3.47 1.07
O 2.04 1.05 -3.38
O -3.46 0.45 -0.36
O -2.10 4.91 -1.66
O 2.17 5.61 1.40
O -2.01 3.10 0.73
O -3.97 -0.65 3.06
O -0.22 5.80 5.72
N -3.85 -2.43 -2.18
N 0.24 5.09 0.57
N 3.44 1.25 -0.94
N 0.12 -4.41 -1.96
N 1.88 4.01 4.68
N 0.84 3.80 2.06
C 5.18 0.43 0.78
C -1.19 -4.34 0.22
C -1.60 -1.93 -2.94
C 2.71 1.88 4.14
C -1.14 -2.89 2.12
C -2.79 -2.80 -3.13
C 1.18 4.89 1.36
C -0.82 0.24 -3.22
C 6.19 -0.90 -0.90
C 2.78 3.00 5.11
C -5.67 -6.06 -0.62
C 1.92 2.20 -2.52
C 2.57 1.40 -4.70
C -5.58 -4.42 -2.18
C -2.10 0.60 0.17
C 3.70 0.68 0.41
C 0.91 6.18 4.96
C 1.31 0.11 3.22
C -0.21 -5.14 -0.71
C -1.36 1.95 0.24
C 0.99 -4.48 -4.22
C 2.14 -4.35 -6.27
C -5.19 -2.90 -2.60
C -0.40 6.61 6.88
C 2.07 1.63 -1.11
C 0.86 -5.26 -2.92
C 1.95 5.21 5.49
Li -3.76 -0.40 -2.15
Li -3.17 3.99 2.16
Li -4.63 -0.58 1.23
Li -4.09 2.46 0.02
H 3.53 1.17 4.30
H -2.50 -3.85 -3.10
H 1.37 -3.49 -3.99
H -5.56 -6.27 0.44
H -1.73 4.65 -0.81
H -3.20 -2.57 -4.11
H 0.39 -3.44 -1.86
H 0.62 6.03 3.92
H 2.90 5.73 5.56
H 1.68 4.82 6.47
H 0.00 -4.27 -4.62
H 0.43 6.52 7.57
H 3.64 1.24 -4.67
H -3.45 -1.31 3.51
H -5.43 -2.68 -3.64
H 2.67 2.97 -2.68
H 3.82 3.32 5.06
H 7.11 -0.32 -0.96
H 3.37 1.30 1.25
H 1.87 -5.52 -2.58
H -1.91 -3.80 -0.40
H 3.18 -0.27 0.53
H 2.39 -4.90 -7.18
H 1.40 3.61 2.88
H -0.36 0.27 -2.23
H 5.36 -0.67 -1.56
H -0.39 1.78 0.72
H 2.32 2.43 -4.95
H -1.35 -1.92 -1.88
H 2.77 2.17 3.09
H 3.76 0.51 -1.55
H 1.03 3.56 4.98
H -0.70 -6.09 -0.92
H -4.21 -0.03 3.75
H 1.69 2.32 -0.36
H -1.73 -5.04 0.85
H 2.97 -3.68 -6.02
H -1.19 1.23 -3.49
H -5.23 -5.19 -2.86
H 1.23 0.62 2.26
H 6.42 -1.92 -1.18
H -1.48 -0.16 -0.31
H 5.73 1.25 0.32
H -1.16 6.21 7.55
H -2.18 0.23 1.19
H 2.43 2.70 6.10
H -2.68 4.19 -1.90
H -1.56 -3.67 2.75
H -6.67 -6.37 -0.93
H -0.14 3.56 2.04
H -0.70 7.64 6.65
H 1.44 0.75 -0.99
H 0.53 5.69 -0.19
H 0.70 -5.36 -0.15
H -5.02 -6.75 -1.17
H 1.25 7.21 5.12
H 0.30 -6.17 -3.14
H 2.12 0.75 -5.45
H -3.56 -2.92 -1.35
H 2.07 -0.66 3.34
H -0.47 -2.28 2.74
H -1.97 -2.26 1.80
H 0.95 2.66 -2.70
H 1.34 -3.68 -6.58
H 0.35 -0.35 3.45
H -5.87 -2.23 -2.08
H -0.04 -0.28 -3.78
H -6.64 -4.51 -2.44
H 5.33 0.53 1.86
H -0.50 4.40 0.59
H -1.02 2.17 -0.77
H -0.80 -2.31 -3.57
```

**Frontier orbital gap**: 4.7 eV
**ΔE to the lowest compared entry with this formula, charge and spin**: 0.768 eV
**Total charge**: +2

Atom charges from the Mulliken analysis, given in e for atoms 1 to 2: atom 1 (O): -0.58, atom 2 (O): -0.39

Q: The lowest ΔE to the lowest compared entry with this formula, charge and spin belongs to which entry?
A: C27H72BrO29S9V